Here is a molecular structure, C2H4OTl from OMol25. Energies are from ωB97M-V/def2-TZVPD.

Properties
Charge = +2
Kohn-Sham gap (alpha / beta) = 9.5 / 6.8 eV
E_LUMO (alpha / beta) = -11.393 / -14.170 eV
2S+1 = 2

Positions of all 8 atoms, in Å:
O1 0.3122 -0.1437 0.0583
Tl1 2.2101 -0.0714 -0.7508
C1 -0.8450 -0.0754 -0.1762
C2 -2.0058 0.2365 -0.7229
H1 -2.3015 1.2875 -0.7214
H2 -2.4372 -0.4632 -1.4400
H3 -2.3827 -0.3624 1.7631
H4 -3.0297 -0.1449 1.3248

Cartesian forces, eV/Å:
-9.0 -0.6 2.2
6.0 0.2 -2.4
5.2 0.4 0.6
-1.3 0.1 -1.1
-0.3 0.1 0.3
-0.4 -0.2 0.2
-1.3 0.4 -0.7
1.1 -0.4 0.9



Here is a single C2H4P2 molecule from OMol25. Energies are from ωB97M-V/def2-TZVPD.

Properties
SMILES = [H]/P=C/P=C
Kohn-Sham gap = 8.3 eV
E_LUMO = -0.790 eV

Positions of all 8 atoms, in Å:
C1 -0.6654 -0.7337 -0.2648
C2 1.6641 0.8475 0.3256
P1 1.0917 -0.7199 0.2001
P2 -2.0217 0.1288 0.2746
H1 -0.8477 -1.6198 -0.8721
H2 2.6979 0.9961 0.5797
H3 1.0608 1.7307 0.1756
H4 -2.9797 -0.6295 -0.4187

Cartesian forces, eV/Å:
-0.7 0.4 0.3
-1.1 -0.8 -0.1
0.5 0.5 0.1
1.3 -0.2 0.0
0.0 0.1 -0.1
0.3 0.0 0.1
0.0 0.1 -0.1
-0.2 -0.2 -0.2



Here is a single C2H4P2 molecule from OMol25. Energies are from ωB97M-V/def2-TZVPD.

Properties
SMILES = [H]/P=C/P=C
Kohn-Sham gap = 8.5 eV
E_LUMO = -0.567 eV

Positions of all 8 atoms, in Å:
C1 -0.6320 -0.8818 -0.1774
C2 1.4780 0.8318 0.3640
P1 1.0729 -0.7884 0.3638
P2 -1.9809 -0.0628 0.4766
H1 -0.7484 -1.4443 -1.0003
H2 2.5401 0.8876 0.4290
H3 0.9261 1.7977 0.2494
H4 -2.6558 -0.3399 -0.7051

Cartesian forces, eV/Å:
-0.6 3.0 3.8
-1.0 -0.1 -0.2
0.4 0.4 -0.1
1.6 -0.5 -0.6
-0.5 -1.9 -3.0
0.8 0.6 0.4
0.3 -1.2 -0.1
-1.0 -0.2 -0.2



Here is a single C2H4P2S molecule from OMol25. Energies are from ωB97M-V/def2-TZVPD.

Properties
Kohn-Sham gap (alpha / beta) = 7.6 / 7.6 eV
E_LUMO (alpha / beta) = -0.889 / -0.898 eV

Positions of all 9 atoms, in Å:
C1 -0.6128 0.2521 -0.3738
C2 0.8094 -0.1561 -0.1561
P1 -0.5146 -0.0736 -3.1343
P2 1.3824 0.5198 -3.1609
S1 2.0024 0.8251 -1.1985
H1 -1.2920 -0.2874 0.2738
H2 -0.5488 1.4317 -0.6151
H3 1.1627 0.0948 0.8848
H4 1.0282 -1.2865 -0.3099

Cartesian forces, eV/Å:
2.4 2.4 -2.9
1.0 -1.2 -0.3
-0.3 0.0 2.3
-0.3 0.0 -0.2
-0.2 -0.6 1.0
-0.7 0.4 -0.5
-1.2 -2.8 1.1
-0.3 -0.1 -0.8
-0.5 1.9 0.2



Here is a single C2H4Si molecule from OMol25. Energies are from ωB97M-V/def2-TZVPD.

Properties
SMILES = C#C[SiH3]
Kohn-Sham gap = 10.1 eV
E_LUMO = 0.454 eV

Positions of all 7 atoms, in Å:
C1 1.9715 0.2190 0.0074
C2 0.5671 0.2833 0.1597
Si1 -1.1585 -0.1082 -0.0013
H1 2.9760 0.4572 -0.0782
H2 -1.4581 0.4576 -1.2357
H3 -1.4186 0.1674 1.3838
H4 -1.4794 -1.4764 -0.2357

Cartesian forces, eV/Å:
-13.5 0.6 1.4
14.0 -0.8 -1.7
0.6 -0.8 1.0
1.5 0.2 0.0
-1.1 1.5 -1.2
-1.4 0.6 0.5
0.0 -1.2 0.0



Here is 28 unconnected molecules or ions with the total composition C2H59BClO29P from OMol25. Energies are from ωB97M-V/def2-TZVPD.

Properties
Kohn-Sham gap = 8.8 eV
E_LUMO = -1.353 eV

Positions of all 93 atoms, in Å:
O1 0.2813 -0.5505 1.0524
P1 1.7271 -0.1292 1.1869
B1 1.6982 1.4631 2.2685
C1 2.1625 2.9251 1.8387
C2 1.6237 3.5000 0.5387
O2 1.9458 4.5785 0.1737
Cl1 0.5011 2.5868 -0.4782
H1 2.4472 -1.1680 1.8168
H2 2.2002 0.1410 -0.1120
H3 1.3132 1.3058 3.3774
H4 3.2494 2.9890 1.8122
H5 1.8132 3.6122 2.6078
O3 1.8884 0.4221 -2.1536
H6 1.8108 1.0164 -2.9117
H7 1.1736 -0.2200 -2.2771
O4 3.2221 -2.5944 3.6504
H8 2.8574 -3.4676 3.8294
H9 3.9657 -2.5171 4.2564
O5 1.2582 -2.5551 -1.9748
H10 0.9399 -3.3535 -1.5312
H11 2.1041 -2.3749 -1.5540
O6 0.6482 -5.6028 -0.7404
H12 0.3283 -6.4859 -0.5276
H13 1.4540 -5.5191 -0.2159
O7 -1.8504 1.7786 -2.7464
H14 -2.5575 2.2039 -2.2357
H15 -1.0570 1.8718 -2.2111
O8 -1.7316 -7.1921 0.0421
H16 -1.8285 -6.6042 -0.7215
H17 -2.4480 -7.8244 -0.0669
O9 3.4569 0.1316 -4.4921
H18 4.1510 0.7225 -4.1835
H19 3.2722 -0.4290 -3.7315
O10 0.7927 5.6336 4.2644
H20 0.8010 6.2025 3.4856
H21 0.0599 5.0263 4.0989
O11 -4.0107 2.3936 -1.2017
H22 -4.9248 2.6385 -1.3774
H23 -4.0605 1.5417 -0.7470
O12 -2.2621 0.2971 -0.0303
H24 -1.5297 0.0985 0.5768
H25 -1.8841 0.9298 -0.6481
O13 -5.8014 3.7436 -3.1128
H26 -6.1383 3.4436 -3.9633
H27 -5.2738 4.5204 -3.3247
O14 -1.5030 -2.6338 -2.9877
H28 -2.1108 -2.1144 -2.4478
H29 -0.6684 -2.6035 -2.5029
O15 4.1203 3.0340 -2.0192
H30 3.4657 3.5060 -1.4923
H31 4.9315 3.0955 -1.5016
O16 5.1628 4.3994 -4.5288
H32 5.8391 5.0136 -4.2275
H33 5.0035 3.8195 -3.7717
O17 -8.0944 3.5418 -0.8482
H34 -7.8351 4.0679 -0.0864
H35 -7.3490 3.6167 -1.4560
O18 -0.0440 3.0681 4.9262
H36 0.6569 3.6346 5.2716
H37 -0.3108 2.5350 5.6818
O19 -1.0325 -5.0445 2.1648
H38 -1.4208 -5.3631 1.3397
H39 -0.6117 -4.2129 1.9258
O20 2.0520 5.1224 -4.3332
H40 2.9768 4.8905 -4.4894
H41 2.0928 5.8980 -3.7672
O21 -1.5504 -8.8420 -2.1562
H42 -0.7574 -9.0012 -1.6362
H43 -1.2857 -8.1635 -2.7871
O22 0.0818 -7.4965 3.4004
H44 -0.6302 -6.8552 3.5144
H45 0.2241 -7.5027 2.4496
O23 -10.5412 2.2558 -2.5259
H46 -9.8823 2.7195 -1.9927
H47 -10.0422 1.5640 -2.9689
O24 2.6830 -6.7385 1.5977
H48 2.3796 -7.5379 2.0398
H49 3.5431 -6.5639 1.9907
O25 4.5991 6.4978 -0.0982
H50 4.5612 7.1029 -0.8451
H51 3.8870 5.8708 -0.2596
O26 3.8843 6.2710 5.8205
H52 3.9006 6.8393 5.0448
H53 3.1494 5.6720 5.6503
O27 -2.4303 -5.2624 -2.6519
H54 -2.8177 -5.5807 -3.4721
H55 -2.0033 -4.4180 -2.8971
O28 -0.7890 7.5192 2.5531
H56 -1.4810 8.1875 2.5607
H57 -0.5307 7.4597 1.6270
O29 -0.4252 -10.3099 4.8826
H58 -0.8258 -10.6160 4.0645
H59 -0.0108 -9.4725 4.6384

Cartesian forces, eV/Å:
-0.1 0.2 0.2
-1.6 -0.4 -0.3
0.7 0.3 0.1
-1.5 -1.0 -0.1
0.5 0.0 0.4
0.3 0.8 -0.5
0.1 -0.1 0.7
0.6 0.4 -0.2
0.8 -0.1 0.4
0.0 -0.1 0.0
0.2 0.0 -0.1
0.1 0.3 0.1
-0.3 -0.2 -0.2
0.2 -0.1 -0.1
0.0 0.0 0.0
0.1 -0.1 0.0
-0.1 0.0 0.0
0.0 0.0 0.0
0.0 -0.1 0.2
0.1 -0.2 0.0
0.0 0.1 0.0
0.3 0.3 0.0
-0.2 0.0 0.1
0.0 -0.2 0.1
0.3 -0.1 0.0
-0.3 0.0 -0.1
0.0 0.1 -0.3
0.2 0.5 0.3
-0.2 0.0 -0.2
0.1 -0.1 -0.1
0.2 0.0 -0.1
0.0 0.0 0.0
-0.1 0.1 0.0
0.2 -0.3 -0.2
-0.1 0.2 0.2
-0.1 0.2 0.1
-0.2 -0.1 0.4
0.1 0.1 -0.3
0.2 0.0 0.1
-0.1 0.1 0.2
0.1 -0.2 -0.1
-0.1 -0.2 -0.1
-0.2 0.1 0.1
0.0 -0.1 0.0
0.1 0.0 0.1
0.0 -0.1 0.2
0.0 0.1 0.0
0.0 0.3 -0.2
0.3 0.0 0.1
-0.1 0.1 -0.2
0.0 -0.1 0.0
-0.1 0.0 0.1
0.0 0.0 -0.1
-0.2 0.0 0.1
0.1 -0.1 -0.1
-0.1 0.0 0.1
0.0 0.1 -0.2
0.2 0.0 0.1
0.0 0.0 0.0
-0.1 0.0 -0.1
0.0 0.1 -0.1
0.0 -0.2 0.0
0.0 0.0 0.1
0.0 0.0 0.1
0.1 0.0 -0.1
0.0 0.0 0.0
0.0 -0.2 -0.3
0.0 0.0 0.1
-0.1 0.0 0.0
0.1 -0.4 0.2
0.1 0.2 -0.1
-0.2 0.2 -0.1
0.1 0.1 0.0
0.0 0.0 0.1
0.0 0.0 0.0
0.0 0.0 -0.1
0.0 0.1 0.1
0.0 0.0 0.0
0.0 -0.1 -0.1
0.0 0.0 0.0
-0.2 0.0 0.1
0.0 -0.1 -0.1
0.0 0.0 0.0
-0.1 0.1 0.0
0.2 -0.2 -0.1
-0.1 0.0 0.0
-0.1 0.1 0.2
0.1 0.0 -0.3
0.0 0.0 0.1
0.0 0.0 0.0
0.1 0.0 0.0
0.0 0.0 0.0
-0.1 0.1 -0.1



Here is a single C2H5B molecule from OMol25. Energies are from ωB97M-V/def2-TZVPD.

Properties
SMILES = B1CC1
Kohn-Sham gap = 10.2 eV
E_LUMO = 0.647 eV

Positions of all 8 atoms, in Å:
B1 0.8628 0.5350 -0.0742
C1 -0.6145 0.3692 0.0374
C2 0.2153 -0.8863 0.0560
H1 1.6225 1.5568 -0.0791
H2 -1.3528 0.6617 0.7843
H3 -1.0745 0.6846 -0.8418
H4 0.0682 -1.5372 -0.8761
H5 0.2731 -1.3838 0.9935

Cartesian forces, eV/Å:
0.9 1.6 0.9
-1.0 0.6 1.6
0.1 -0.2 -2.8
-0.6 -1.9 -0.2
0.6 -0.2 0.5
-0.7 0.0 -2.1
0.6 0.7 1.7
0.2 -0.5 0.5



Here is a molecular structure, C2H5B from OMol25. Energies are from ωB97M-V/def2-TZVPD.

Properties
Kohn-Sham gap = 10.0 eV
E_LUMO = 0.117 eV

Positions of all 8 atoms, in Å:
B1 1.1032 0.3176 -0.0384
C1 -0.3836 0.6393 0.1192
C2 0.1282 -0.8209 0.0246
H1 2.2075 0.7404 0.4329
H2 -0.5988 0.9142 1.1854
H3 -1.4042 0.8600 -0.8691
H4 -0.1350 -1.2998 -0.7999
H5 -0.0261 -1.3601 0.9847

Cartesian forces, eV/Å:
1.5 1.3 1.6
-3.1 0.4 -2.6
0.6 1.3 4.4
-1.4 -0.6 -1.2
-0.3 0.3 -1.3
3.5 -0.3 3.5
-1.3 -2.2 -3.4
0.5 -0.2 -1.0



Here is a single C2H5BO2 molecule from OMol25. Energies are from ωB97M-V/def2-TZVPD.

Properties
SMILES = B1OCCO1
Kohn-Sham gap = 11.2 eV
E_LUMO = 0.803 eV

Positions of all 10 atoms, in Å:
B1 1.5210 -0.1015 -0.0120
C1 -0.6548 -0.7064 -0.0793
C2 -0.6127 0.7862 0.0093
O1 0.7008 -1.2434 0.0673
O2 0.7399 1.0670 -0.0761
H1 2.5921 -0.1876 0.2064
H2 -1.3420 -1.0305 0.7616
H3 -0.9106 -1.0083 -1.0682
H4 -1.2265 1.1475 -0.7960
H5 -0.8071 1.2770 0.9870

Cartesian forces, eV/Å:
-4.7 -0.1 0.5
-0.4 -1.4 1.9
0.3 0.2 1.4
0.0 1.9 0.2
3.5 -0.1 -1.4
2.7 0.1 0.0
0.8 -0.6 -1.3
-1.0 -0.4 -0.5
-0.1 0.9 -0.3
-1.2 -0.7 -0.5



Here is a single C2H5BO3 molecule from OMol25. Energies are from ωB97M-V/def2-TZVPD.

Properties
Kohn-Sham gap = 7.0 eV
E_LUMO = -0.540 eV

Positions of all 11 atoms, in Å:
B1 0.0515 1.5481 -0.5863
C1 0.5109 -1.2770 0.4126
C2 -0.9075 -0.6183 0.0240
O1 1.3956 -1.0857 -0.5056
O2 -0.7649 0.7431 -0.1815
O3 0.3924 2.7812 -0.7297
H1 0.6214 -0.9879 1.5355
H2 0.1422 -2.3258 0.6126
H3 -1.2471 -1.0597 -0.9587
H4 -1.4535 -0.7784 0.9055
H5 1.2592 3.0606 -0.5285

Cartesian forces, eV/Å:
1.9 0.4 0.0
-2.7 -0.3 1.1
1.6 -3.0 -1.1
1.0 1.4 -0.3
-1.8 -0.1 0.5
-1.0 0.4 -0.9
0.7 0.5 -1.1
0.2 -0.1 -0.6
0.0 0.4 1.4
-1.6 0.0 0.7
1.7 0.5 0.2



Here is a molecular structure, C2H5Br2P from OMol25. Energies are from ωB97M-V/def2-TZVPD.

Properties
Kohn-Sham gap = 10.0 eV
E_LUMO = 0.186 eV

Positions of all 10 atoms, in Å:
C1 0.8382 -0.1152 1.6975
C2 -0.4361 0.4235 -1.3923
P1 0.7101 -1.3179 0.6522
Br1 -0.2305 1.9605 -0.4402
Br2 -1.4971 0.3474 -2.9247
H1 1.5909 0.6059 1.7449
H2 -0.0036 0.1443 2.3189
H3 0.5077 0.0378 -1.6727
H4 -0.9078 -0.3048 -0.9929
H5 -0.5720 -1.7815 1.0093

Cartesian forces, eV/Å:
-1.6 0.9 1.4
2.7 2.3 -3.2
0.9 -2.3 -1.2
-0.3 1.9 0.7
-1.0 0.8 -2.1
1.5 0.7 -0.1
-0.1 0.0 0.3
1.0 0.0 -0.3
-2.8 -4.3 4.3
-0.3 0.0 0.1



Here is a molecular structure, C2H5Br3NO from OMol25. Energies are from ωB97M-V/def2-TZVPD.

Properties
Charge = +1
Kohn-Sham gap (alpha / beta) = 7.8 / 7.1 eV
E_LUMO (alpha / beta) = -5.756 / -6.089 eV

Positions of all 12 atoms, in Å:
C1 0.4832 0.0871 -0.6762
C2 2.7140 0.3367 0.0149
N1 -0.1416 0.9659 0.3540
O1 2.8865 -0.8145 -0.4826
Br1 3.1887 1.9273 -0.9027
Br2 2.4172 0.6764 1.8966
Br3 4.6698 -2.0030 -0.2404
H1 0.4420 -0.9658 -0.6457
H2 0.4903 0.7285 -1.5760
H3 -1.1312 0.7181 0.4741
H4 -0.2149 1.9777 -0.1431
H5 0.5395 0.9687 1.1985

Cartesian forces, eV/Å:
0.4 3.3 -0.5
-0.4 -1.8 -1.5
-0.1 1.9 -2.2
-0.6 2.2 1.2
0.2 -0.1 0.0
0.7 -0.5 0.1
0.5 0.0 0.1
-0.4 -0.8 0.3
0.4 -1.5 0.1
0.3 -0.2 0.9
0.5 -2.7 1.9
-1.4 0.3 -0.4



Relative energy (zero: lowest compared OMol25 entry of this formula, charge and spin) values, unit kcal per mole, following the record order: 0.0 23.3 33.0 59.2 47.2 0.0 22.7 52.5 22.5 132.0 92.7 114.0.
F_max values, unit Eh/bohr, following the record order: 0.182 0.026 0.095 0.087 0.275 0.035 0.055 0.097 0.091 0.070 0.130 0.066.